A 3-piece molecular cluster, C3H13NO2S overall, computed with ωB97M-V/def2-TZVPD.

Last columns: bonded neighbours and bond lengths (Å).
Positions of all 20 atoms, in Å:
1 C -0.109 -0.318 -2.139  C2 1.514, H6 1.096, H7 1.097, H8 1.093
2 C 0.751 -0.859 -1.017  C1 1.514, C3 1.535, N5 1.453, H9 1.091
3 C -0.100 -1.208 0.211  C2 1.535, S4 1.825, H10 1.095, H11 1.084
4 S 0.888 -1.223 1.745  C3 1.825, H12 1.337
5 N 1.421 -2.074 -1.450  C2 1.453, H13 1.012, H14 1.010
6 H -0.554 0.652 -1.886  C1 1.096
7 H 0.488 -0.165 -3.047  C1 1.097
8 H -0.901 -1.003 -2.452  C1 1.093
9 H 1.458 -0.067 -0.763  C2 1.091
10 H -0.521 -2.206 0.048  C3 1.095
11 H -0.924 -0.513 0.328  C3 1.084
12 H 0.199 -0.323 2.454  S4 1.337
13 H 1.961 -2.437 -0.676  N5 1.012
14 H 2.059 -1.927 -2.220  N5 1.010
15 H -2.437 2.418 1.098  O17 0.969
16 H -2.167 1.488 -0.098  O17 0.970
17 O -2.846 1.728 0.552  H15 0.969, H16 0.970
18 H 0.021 4.640 0.193  O20 0.968
19 H -0.027 3.311 0.910  O20 0.964
20 O -0.450 3.795 0.192  H18 0.968, H19 0.964

## Properties
Structure (SMILES): C[C@H](N)CS.O.O
2S+1: 1
Frontier orbital gap: 9.4 eV
Energy: -19742.0627 eV
HOMO energy: -0.33700 Eh
Charge: 0
Energy above the lowest of the compared OMol25 structures with the same formula, charge and spin: 36.6 kJ/mol

Taken from the Löwdin analysis, the atomic charges in e are: C -0.0780; C -0.5634; C -0.5215; S 0.6959; N 0.0275; H 0.0712; H 0.0776; H 0.0856; H 0.1138; H 0.0800; H 0.0530; H -0.1651; H 0.0588; H 0.0728; H 0.0240; H 0.0110; O -0.0661; H 0.0456; H 0.0362; O -0.0589

=====

A 3-piece molecular cluster, C3H13NO2S overall at a distorted geometry, computed with ωB97M-V/def2-TZVPD.

Last columns: bonded neighbours and bond lengths (Å).
Positions of all 20 atoms, in Å:
1 C -0.718 0.092 1.276  N2 1.506, H6 1.084, H7 1.077, H8 1.094
2 N -1.217 -1.177 0.638  C1 1.506, C3 1.449, H9 1.011
3 C -0.290 -2.125 0.055  N2 1.449, C4 1.539, H10 1.120, H11 1.125
4 C 0.738 -1.441 -0.863  C3 1.539, S5 1.849, H12 1.066, H13 1.101
5 S 2.223 -2.246 -1.615  C4 1.849, H14 1.342
6 H 0.364 0.161 1.248  C1 1.084
7 H -1.234 0.357 2.183  C1 1.077
8 H -1.106 0.837 0.575  C1 1.094
9 H -1.805 -0.933 -0.148  N2 1.011
10 H 0.314 -2.818 0.697  C3 1.120
11 H -0.972 -2.889 -0.410  C3 1.125
12 H 0.240 -0.801 -1.555  C4 1.066
13 H 1.376 -0.810 -0.225  C4 1.101
14 H 1.889 -3.543 -1.534  S5 1.342
15 H -4.369 4.395 -1.490  O17 0.965
16 H -3.783 4.530 -2.807  O17 0.975
17 O -4.669 4.472 -2.404  H15 0.965, H16 0.975
18 H 4.670 1.783 2.626  O20 0.960
19 H 4.246 1.095 1.397  O20 0.970
20 O 4.102 1.058 2.356  H18 0.960, H19 0.970

## Properties
Structure (SMILES): CNCCS.O.O
2S+1: 1
Frontier orbital gap: 9.5 eV
Energy: -19740.5841 eV
HOMO energy: -0.32967 Eh
Charge: 0
Energy above the lowest of the compared OMol25 structures with the same formula, charge and spin: 179.3 kJ/mol

Taken from the Löwdin analysis, the atomic charges in e are: C -0.0913; N -0.1282; C -0.3147; C -0.5623; S 0.6699; H 0.0626; H 0.0619; H 0.0706; H 0.0868; H 0.1149; H 0.1220; H 0.0542; H 0.0212; H -0.1671; H 0.0297; H 0.0404; O -0.0702; H 0.0273; H 0.0365; O -0.0644

=====

A 3-piece molecular cluster, C3H13NO2S overall at a distorted geometry, computed with ωB97M-V/def2-TZVPD.

Last columns: bonded neighbours and bond lengths (Å).
Positions of all 20 atoms, in Å:
1 C 1.440 -1.159 0.431  C2 1.566, H6 1.020, H7 1.142, H8 1.101
2 C 0.976 -0.080 -0.604  C1 1.566, C3 1.460, N5 1.451, H9 1.029
3 C 0.077 -0.792 -1.508  C2 1.460, S4 1.897, H10 1.085, H11 1.134
4 S -1.232 0.056 -2.587  C3 1.897, H12 1.281
5 N 2.189 0.548 -1.093  C2 1.451, H13 1.068, H14 0.991
6 H 0.680 -1.518 1.009  C1 1.020
7 H 2.305 -0.922 1.139  C1 1.142
8 H 1.784 -2.033 -0.144  C1 1.101
9 H 0.460 0.621 -0.055  C2 1.029
10 H 0.553 -1.368 -2.295  C3 1.085
11 H -0.620 -1.345 -0.806  C3 1.134
12 H -1.282 1.063 -1.797  S4 1.281
13 H 2.777 -0.116 -1.687  N5 1.068
14 H 1.944 1.239 -1.759  N5 0.991
15 H -0.958 -1.136 4.034  O17 0.951
16 H -0.066 -0.048 4.514  O17 1.044
17 O -0.039 -1.062 4.269  H15 0.951, H16 1.044
18 H -3.891 3.469 -0.286  O20 0.959
19 H -3.717 1.910 -0.642  O20 0.975
20 O -3.382 2.671 -0.133  H18 0.959, H19 0.975

## Properties
Structure (SMILES): C[C@@H](N)CS.O.O
2S+1: 1
Frontier orbital gap: 9.6 eV
Energy: -19740.9150 eV
HOMO energy: -0.33148 Eh
Charge: 0
Energy above the lowest of the compared OMol25 structures with the same formula, charge and spin: 147.4 kJ/mol

Taken from the Löwdin analysis, the atomic charges in e are: C -0.0647; C -0.5354; C -0.5025; S 0.6780; N 0.0289; H 0.0228; H 0.1077; H 0.0797; H 0.1054; H 0.0628; H 0.0856; H -0.2216; H 0.1106; H 0.0460; H 0.0054; H 0.0996; O -0.1021; H 0.0292; H 0.0388; O -0.0743

=====

A 3-piece molecular cluster, C3H13NO2S overall at a distorted geometry, computed with ωB97M-V/def2-TZVPD.

Last columns: bonded neighbours and bond lengths (Å).
Positions of all 20 atoms, in Å:
1 C 0.991 -0.983 0.532  C2 1.523, N5 1.459, H6 1.096, H7 1.099
2 C 1.382 0.190 -0.357  C1 1.523, C3 1.516, H8 1.098, H9 1.095
3 C 0.251 1.193 -0.471  C2 1.516, S4 1.792, H10 1.092, H11 1.085
4 S 0.552 2.604 -1.534  C3 1.792, H12 1.343
5 N 0.983 -0.768 1.976  C1 1.459, H13 1.013, H14 1.012
6 H 1.723 -1.782 0.370  C1 1.096
7 H 0.041 -1.461 0.259  C1 1.099
8 H 2.278 0.725 -0.017  C2 1.098
9 H 1.789 -0.203 -1.294  C2 1.095
10 H -0.033 1.562 0.517  C3 1.092
11 H -0.636 0.654 -0.789  C3 1.085
12 H 1.119 1.985 -2.582  S4 1.343
13 H 0.279 -0.132 2.328  N5 1.013
14 H 1.867 -0.389 2.286  N5 1.012
15 H -2.193 0.231 0.270  O17 0.963
16 H -2.248 1.557 0.952  O17 0.968
17 O -2.823 0.923 0.498  H15 0.963, H16 0.968
18 H -1.348 -2.508 -1.282  O20 0.969
19 H -2.470 -1.747 -0.805  O20 0.972
20 O -1.503 -1.651 -0.856  H18 0.969, H19 0.972

## Properties
Structure (SMILES): NCCCS.O.O
2S+1: 1
Frontier orbital gap: 9.3 eV
Energy: -19741.6177 eV
HOMO energy: -0.32746 Eh
Charge: 0
Energy above the lowest of the compared OMol25 structures with the same formula, charge and spin: 79.6 kJ/mol

Taken from the Löwdin analysis, the atomic charges in e are: C -0.3044; C -0.2731; C -0.6313; S 0.7138; N -0.0050; H 0.1077; H 0.0738; H 0.1055; H 0.1052; H 0.0631; H 0.0305; H -0.1444; H 0.0542; H 0.0622; H -0.0143; H 0.0350; O -0.0534; H 0.0679; H 0.0681; O -0.0612

=====

A 3-piece molecular cluster, C3H13NO2S2 overall at a distorted geometry, computed with ωB97M-V/def2-TZVPD.

Last columns: bonded neighbours and bond lengths (Å).
Positions of all 21 atoms, in Å:
1 S -1.061 1.897 0.940  S2 2.056, H7 1.344
2 S -0.033 0.268 1.657  S1 2.056, C3 1.802
3 C 1.678 0.113 1.112  S2 1.802, C4 1.525, H8 1.071, H9 1.079
4 C 1.999 0.431 -0.345  C3 1.525, C5 1.522, H10 1.093, H11 1.098
5 C 1.400 -0.491 -1.397  C4 1.522, N6 1.456, H12 1.102, H13 1.090
6 N 0.407 0.140 -2.256  C5 1.456, H14 1.010, H15 1.012
7 H -0.187 2.888 0.694  S1 1.344
8 H 2.309 0.714 1.734  C3 1.071
9 H 1.912 -0.923 1.299  C3 1.079
10 H 1.812 1.486 -0.566  C4 1.093
11 H 3.091 0.329 -0.384  C4 1.098
12 H 2.200 -0.999 -1.960  C5 1.102
13 H 0.942 -1.361 -0.926  C5 1.090
14 H 0.677 1.051 -2.598  N6 1.010
15 H 0.223 -0.430 -3.072  N6 1.012
16 H -2.528 -0.504 -1.105  O18 0.933
17 H -1.372 -0.437 -2.062  O18 0.965
18 O -2.035 -1.033 -1.694  H16 0.933, H17 0.965
19 H -1.017 -2.547 -0.760  O21 0.970
20 H -0.345 -2.389 0.567  O21 0.961
21 O -0.402 -3.007 -0.167  H19 0.970, H20 0.961

## Properties
Structure (SMILES): NCCCSS.O.O
2S+1: 1
Frontier orbital gap: 8.7 eV
Energy: -30577.1192 eV
HOMO energy: -0.31058 Eh
Charge: 0
Energy above the lowest of the compared OMol25 structures with the same formula, charge and spin: 68.0 kJ/mol

Taken from the Löwdin analysis, the atomic charges in e are: S 0.2937; S 0.4300; C -0.5461; C -0.2526; C -0.2735; N -0.0135; H -0.1942; H 0.0601; H 0.0736; H 0.0985; H 0.1109; H 0.1152; H 0.0775; H 0.0810; H 0.0863; H 0.0122; H -0.0122; O -0.0548; H 0.0023; H -0.0126; O -0.0817

=====

A 4-piece molecular cluster, C3H13NO3 overall at a distorted geometry, computed with ωB97M-V/def2-TZVPD.

Last columns: bonded neighbours and bond lengths (Å).
Positions of all 20 atoms, in Å:
1 C -0.605 -1.840 -0.771  C2 1.478, H5 1.096, H6 1.091, H7 1.095
2 C -0.760 -0.593 -1.549  C1 1.478, C3 1.339, H8 1.083
3 C -1.171 0.561 -1.008  C2 1.339, N4 1.381, H9 1.089
4 N -1.797 1.623 -1.633  C3 1.381, H10 1.003, H11 1.001
5 H -1.187 -2.661 -1.205  C1 1.096
6 H -1.105 -1.802 0.198  C1 1.091
7 H 0.410 -2.242 -0.700  C1 1.095
8 H -0.438 -0.572 -2.583  C2 1.083
9 H -1.185 0.680 0.075  C3 1.089
10 H -2.419 2.210 -1.109  N4 1.003
11 H -2.007 1.577 -2.610  N4 1.001
12 H 2.605 0.595 -1.067  O14 0.960
13 H 1.507 1.102 -0.092  O14 0.971
14 O 2.065 0.339 -0.315  H12 0.960, H13 0.971
15 H 0.526 0.671 2.270  O17 0.972
16 H -0.802 1.008 3.013  O17 0.964
17 O -0.187 1.329 2.344  H15 0.972, H16 0.964
18 H 2.258 -0.465 1.466  O20 0.970
19 H 2.476 -0.877 2.966  O20 0.959
20 O 1.816 -0.643 2.310  H18 0.970, H19 0.959

## Properties
Structure (SMILES): C/C=C/N.O.O.O
2S+1: 1
Frontier orbital gap: 8.0 eV
Energy: -10953.7565 eV
HOMO energy: -0.26878 Eh
Charge: 0
Energy above the lowest of the compared OMol25 structures with the same formula, charge and spin: 97.9 kJ/mol

Taken from the Löwdin analysis, the atomic charges in e are: C -0.1369; C -0.2069; C -0.2486; N 0.0357; H 0.0643; H 0.0724; H 0.0644; H 0.0923; H 0.0947; H 0.0769; H 0.0765; H 0.0559; H 0.0563; O -0.0456; H -0.0191; H 0.0370; O -0.0807; H 0.0162; H 0.0534; O -0.0581